11
Properties=species:S:1:pos:R:3:mulliken_charge:R:1 method="wB97M-V/def2-TZVPD" spin_multiplicity=1 orbital_gap_ev=5.5 fmax_ha_per_bohr=0.02504 total_charge=-1 e_above_lowest_kcal_mol=48.5 homo_ha=-0.082 energy_ha=-553.7866
C 0.23763 -0.86347 -1.14953 -0.63
S 0.72710 -1.39553 -2.87089 -0.27
H -0.78701 -1.16305 -0.97786 0.29
H 0.96030 -1.31803 -0.49531 0.27
H 0.31934 0.21337 -1.07702 0.24
H 1.27577 -2.56889 -2.53391 0.07
C -0.52920 1.42087 1.79944 -0.66
O 0.19491 1.39276 0.67692 -0.81
H -1.33975 0.64149 1.88483 0.17
H 0.03588 1.27222 2.75243 0.17
H -1.09498 2.36827 1.99089 0.16